The following is a quantum chemistry calculation of 2 unconnected molecules or ions with the total composition C6H12O, from the Open Molecules 2025 dataset.

Geometry as XYZ:
```
19
Properties=species:S:1:pos:R:3:forces:R:3
O 0.44228 -0.13604 -1.58926 -0.8 -0.1 -0.3
C 0.44941 1.78891 1.56723 0.0 0.0 0.0
C 0.85026 0.83443 -0.76887 5.6 -0.7 1.7
C -0.43654 -2.30294 -1.01733 0.0 -0.2 0.1
C -0.68519 -0.81344 -0.95422 -0.1 -0.1 -0.2
C -0.10527 1.16404 0.29739 -0.6 0.2 0.1
C -0.77656 -0.20938 0.45250 -0.2 -0.1 0.2
H 2.11001 0.28523 0.04723 -2.0 -0.3 -0.1
H 0.47513 -2.55117 -0.46299 -0.1 0.0 -0.1
H -0.19799 -0.81556 1.16331 -0.1 0.1 -0.1
H 1.00615 2.70768 1.34586 -0.1 -0.2 0.0
H -1.80870 -0.14595 0.80920 0.1 -0.1 -0.1
H 1.89529 1.23291 -0.89059 -1.9 1.1 -1.4
H -1.56820 -0.54821 -1.55154 0.1 0.0 0.1
H 1.12724 1.09357 2.07745 -0.1 0.1 -0.2
H -0.81920 1.86065 -0.16530 -0.2 0.0 0.2
H -0.32141 -2.64482 -2.05152 0.0 0.1 0.2
H -1.27352 -2.84736 -0.56578 0.1 0.1 -0.1
H -0.36318 2.04746 2.25723 0.1 0.0 -0.2
```
Positions in Å, forces in eV/Å.

Calculated values
**Frontier orbital gap**: 9.0183 eV
**Highest occupied orbital energy**: -7.94 eV
**Largest force on an atom**: 0.115 hartree/bohr
**LUMO**: 1.08 eV


The following is a quantum chemistry calculation of 2 unconnected molecules or ions with the total composition C6H12O, from the Open Molecules 2025 dataset.

Geometry as XYZ:
```
19
Properties=species:S:1:pos:R:3:forces:R:3
O 1.66123 2.74070 0.84262 -0.1 0.0 0.1
C -0.24182 -1.43695 -1.08981 -0.1 0.0 0.0
C 0.70216 -2.37068 -0.33387 0.0 0.0 0.0
C -0.61026 0.60574 0.42165 -0.1 -0.1 0.2
C 0.02651 0.01903 -0.76262 0.1 -0.1 0.0
C -0.74997 0.61563 1.73676 0.0 0.0 -0.1
C -1.07440 1.07296 -0.89040 -0.1 0.1 0.0
H -0.14162 -0.02302 2.37446 -0.1 0.1 -0.1
H 1.02975 0.37482 -1.00307 -0.1 0.0 0.0
H -1.28101 -1.67142 -0.82362 0.1 0.1 0.0
H 1.74500 -2.20200 -0.62629 -0.2 0.0 0.0
H 0.46474 -3.42172 -0.52886 0.0 0.2 0.0
H 0.62756 -2.20297 0.74693 0.0 0.0 -0.2
H -2.05727 0.75296 -1.23427 0.2 0.0 0.1
H -0.77693 2.06736 -1.21638 0.0 -0.2 0.1
H 1.12241 3.46971 1.17261 0.1 0.0 -0.1
H -1.48839 1.24937 2.22349 0.1 -0.1 -0.1
H 1.19115 1.95748 1.16233 0.0 0.1 -0.1
H -0.14885 -1.59700 -2.17169 0.0 0.0 0.1
```
Positions in Å, forces in eV/Å.

Calculated values
**Frontier orbital gap**: 10.8997 eV
**Highest occupied orbital energy**: -9.95 eV
**Largest force on an atom**: 0.004 hartree/bohr
**SMILES**: C=C1C[C@@H]1CC.O
**LUMO**: 0.95 eV